{
  "formula": "C31H43BGaN4O13P2",
  "method": "the ωB97M-V functional and the def2-TZVPD basis",
  "species": ["Ga", "P", "P", "O", "O", "O", "O", "O", "O", "O", "O", "O", "O", "O", "O", "O", "N", "N", "N", "N", "C", "C", "C", "C", "C", "C", "C", "C", "C", "C", "C", "C", "C", "C", "C", "C", "C", "C", "C", "C", "C", "C", "C", "C", "C", "C", "C", "C", "C", "C", "C", "B", "H", "H", "H", "H", "H", "H", "H", "H", "H", "H", "H", "H", "H", "H", "H", "H", "H", "H", "H", "H", "H", "H", "H", "H", "H", "H", "H", "H", "H", "H", "H", "H", "H", "H", "H", "H", "H", "H", "H", "H", "H", "H", "H"],
  "positions_angstrom": [[0.946, 0.065, 0.780], [2.075, -2.087, 3.655], [-0.663, -1.201, 3.201], [-0.769, -2.724, 2.722], [2.583, -1.772, 2.234], [1.740, -3.508, 3.881], [3.935, -0.424, 0.660], [-1.742, -0.819, 4.119], [-2.343, -1.681, -3.287], [0.769, -1.835, -0.060], [-0.516, -0.316, 1.963], [-4.154, 2.290, 1.422], [3.121, -1.486, 4.680], [3.412, 0.474, 2.745], [0.794, -1.152, 3.939], [-2.083, 4.008, -1.471], [-2.055, 1.597, -0.660], [-3.764, 0.048, -0.507], [1.521, -2.535, -2.058], [-1.562, -0.655, -0.914], [4.576, 2.359, 1.848], [-0.824, 3.523, -1.211], [-2.037, -1.969, -0.976], [-2.204, 5.374, -1.791], [-6.873, 2.870, -0.873], [-2.403, 0.287, -0.710], [-2.485, -4.112, 0.066], [-5.978, 2.982, 0.172], [0.964, -2.736, -0.861], [4.713, 0.935, 2.382], [-5.719, 0.915, -1.616], [5.604, 0.952, 3.617], [5.161, -0.083, 1.290], [-3.681, 1.190, 2.227], [-2.795, -2.175, -4.526], [1.585, 2.377, -0.590], [-6.757, 1.813, -1.768], [1.912, -1.170, -2.399], [-4.952, 2.054, 0.362], [0.424, 1.613, -0.368], [-2.398, -2.530, -2.218], [1.617, -3.608, -3.026], [1.557, 3.663, -1.093], [-2.819, -4.654, -1.162], [5.800, -1.343, 1.878], [-2.777, -3.863, -2.310], [6.091, 0.506, 0.240], [-0.786, 2.198, -0.732], [-4.794, 1.016, -0.575], [0.332, 4.257, -1.387], [-2.099, -2.777, 0.153], [2.867, -0.369, 1.643], [2.474, 4.221, -1.241], [-2.152, -2.979, -4.900], [6.790, -1.141, 2.296], [3.365, -0.607, 4.299], [-5.583, 0.111, -2.332], [5.905, -2.076, 1.076], [4.051, 2.956, 2.596], [0.683, -3.771, -0.636], [6.622, 1.256, 3.354], [5.598, 1.304, -0.315], [2.345, -1.171, -3.397], [6.377, -0.274, -0.468], [2.521, -3.480, -3.619], [-4.443, 0.413, 2.295], [-3.268, 5.572, -1.891], [-2.755, 0.776, 1.842], [-2.814, 2.259, -0.678], [-1.703, 5.610, -2.734], [-0.070, -3.308, 3.106], [-3.486, 1.601, 3.211], [5.172, -1.783, 2.651], [7.002, 0.903, 0.697], [-2.758, -1.338, -5.219], [0.293, 5.273, -1.752], [2.652, -0.805, -1.683], [-1.791, 6.005, -0.999], [-7.455, 1.702, -2.588], [2.543, 1.935, -0.335], [-1.808, -2.348, 1.105], [5.654, -0.024, 4.098], [-6.059, 3.780, 0.899], [-3.044, -4.295, -3.264], [1.684, -4.566, -2.510], [0.754, -3.632, -3.697], [5.212, 1.674, 4.337], [-3.822, -2.547, -4.461], [-2.516, -4.716, 0.964], [3.988, 2.380, 0.931], [5.550, 2.815, 1.653], [-3.117, -5.692, -1.242], [-7.668, 3.598, -0.983], [1.046, -0.506, -2.375], [-4.035, -0.871, -0.820]],
  "orbital_gap_ha": 0.2502,
  "lumo_ev": 2.18,
  "e_homo_ev": -4.63,
  "de_lowest_kcal_mol": 6.4,
  "total_charge": -1,
  "e_tot_ha": -5037.11007
}


{
  "formula": "C28H47O12PSi",
  "method": "the ωB97M-V functional and the def2-TZVPD basis",
  "species": ["P", "Si", "O", "O", "O", "O", "O", "O", "O", "O", "O", "O", "O", "O", "C", "C", "C", "C", "C", "C", "C", "C", "C", "C", "C", "C", "C", "C", "C", "C", "C", "C", "C", "C", "C", "C", "C", "C", "C", "C", "C", "C", "H", "H", "H", "H", "H", "H", "H", "H", "H", "H", "H", "H", "H", "H", "H", "H", "H", "H", "H", "H", "H", "H", "H", "H", "H", "H", "H", "H", "H", "H", "H", "H", "H", "H", "H", "H", "H", "H", "H", "H", "H", "H", "H", "H", "H", "H", "H"],
  "positions_angstrom": [[-6.764, -1.785, 2.595], [2.174, 0.142, 1.705], [6.386, -7.124, -4.722], [2.650, 8.413, -0.760], [0.605, 8.173, -1.464], [-4.068, -1.733, 2.941], [-1.745, -2.074, 2.343], [-3.201, -0.513, 1.219], [-5.221, 0.119, 3.520], [-3.601, -0.004, -1.697], [4.737, -6.198, -3.458], [6.450, -7.399, -2.565], [1.705, 6.346, -0.674], [-7.890, -0.778, 2.193], [2.705, -2.320, 0.000], [2.852, -4.215, 2.441], [-4.526, -1.196, -1.566], [-4.639, -0.321, 0.982], [-5.125, -0.845, 2.450], [0.458, 1.139, -0.500], [-2.869, -1.441, -1.789], [3.844, 0.799, 2.473], [5.753, -6.841, -3.570], [-5.072, -1.539, 0.038], [0.790, 0.517, 2.971], [-2.903, 2.603, 0.812], [2.487, -1.757, 1.436], [-0.159, 2.630, -0.635], [1.658, 7.523, -0.939], [-4.367, 2.335, 1.413], [5.888, -7.178, -1.272], [-5.193, 1.153, 0.715], [3.106, -4.818, 1.010], [-1.505, 2.499, -1.510], [1.980, 1.098, 0.030], [-0.530, 7.344, -1.708], [-2.857, -1.509, 2.206], [3.841, 7.858, -0.204], [2.547, -2.693, 2.696], [3.003, -3.836, -0.197], [-2.855, 2.937, -0.760], [5.753, -6.589, -5.883], [5.859, -6.110, -1.043], [-1.378, 3.220, -2.412], [4.044, 1.814, 1.984], [4.889, -7.615, -1.206], [-0.898, 6.909, -0.776], [-0.103, -0.174, 2.788], [-6.204, -1.596, -0.179], [-2.911, 4.095, -0.845], [0.612, 3.239, -1.253], [-0.288, 6.561, -2.431], [-3.788, 2.560, -1.334], [2.384, -2.312, 3.773], [-2.445, -1.220, -2.844], [4.749, -7.003, -6.000], [2.662, -1.625, -0.905], [3.646, 7.444, 0.788], [6.529, -7.670, -0.540], [-1.518, 1.447, -1.958], [1.215, 0.298, 4.027], [2.913, -4.960, 3.323], [5.719, -5.499, -5.837], [-6.799, -2.924, 1.692], [0.524, 1.632, 2.932], [4.257, 7.095, -0.867], [-6.261, 1.184, 1.171], [-0.275, 3.179, 0.360], [2.363, 2.177, 0.208], [6.348, -6.879, -6.751], [-5.255, -1.483, -2.479], [3.140, -4.196, -1.283], [-2.130, 1.779, 1.072], [3.763, 0.854, 3.612], [-4.259, 2.248, 2.549], [-4.975, 3.308, 1.232], [-0.203, 0.421, 0.100], [-2.503, 3.550, 1.354], [-5.341, 1.411, -0.400], [3.355, -5.916, 0.841], [-6.924, -2.272, 3.940], [-5.178, -0.319, 4.398], [4.570, 8.663, -0.105], [4.675, 0.063, 2.138], [0.480, 0.720, -1.583], [-4.603, -2.547, 0.305], [-2.133, -1.065, -1.003], [2.709, 0.619, -0.736], [-1.317, 7.971, -2.131]],
  "orbital_gap_ha": 0.3240,
  "lumo_ev": 0.37,
  "e_homo_ev": -8.45,
  "total_charge": 0,
  "smiles": "C[Si](C)(CCCCCCCC[C@@]1(C[C@@H]2CO2)OC(=O)O[C@]1(O)[PH2]=O)c1ccccc1.COC(=O)OC.COC(=O)OC",
  "e_tot_ha": -2628.46776
}